{
  "formula": "C3H11N5",
  "method": "wB97M-V/def2-TZVPD",
  "total_energy_ev": -10720.4030,
  "de_lowest_kj_mol": 62.4,
  "smiles": "N/C(=N\\[NH3+])N1C[C@H]1[NH3+]",
  "charge": 2,
  "homo_energy_ev": -18.20,
  "homo_lumo_gap_ev": 11.470,
  "symbols": ["N", "C", "N", "N", "N", "C", "C", "N", "H", "H", "H", "H", "H", "H", "H", "H", "H", "H", "H"],
  "xyz": [[2.058069, 0.726459, -0.174770], [0.818187, 0.384812, -0.373666], [-0.162720, 0.886257, -1.044427], [-0.026242, 2.121204, -1.800720], [0.406392, -0.588744, 0.535773], [-0.094632, -1.872077, -0.032816], [-0.994413, -0.867529, 0.623376], [-1.396329, -1.062087, 2.011631], [2.761163, 1.194105, -0.808579], [2.563141, 0.237451, 0.469585], [0.954045, 2.188644, -2.255375], [-0.176372, 2.967814, -1.205442], [-0.776327, 2.001745, -2.583133], [0.368871, -2.749722, 0.512340], [-0.193434, -2.057791, -1.235041], [-1.573187, -0.063287, 0.164018], [-0.738355, -1.676365, 2.678651], [-2.285991, -1.575657, 2.000474], [-1.511867, -0.195231, 2.518121]],
  "forces_ev_per_angstrom": [[2.35, 2.55, -3.12], [-1.44, 1.21, 0.41], [-0.71, 0.83, -0.72], [1.24, -1.00, -1.69], [0.32, -1.44, -0.12], [0.15, -1.13, -2.02], [1.38, 0.36, -0.07], [0.72, -2.68, 2.44], [-1.80, -0.37, 0.54], [1.21, -1.80, 2.35], [-1.95, 0.25, 0.48], [-0.12, -0.65, -0.58], [1.62, 0.81, 1.57], [-1.16, 0.96, -0.61], [0.29, 0.86, 3.21], [-0.47, -1.04, -0.39], [-1.26, 1.48, -2.11], [-0.13, 0.21, 0.29], [-0.24, 0.58, 0.14]],
  "lowdin_charge": [0.243, -0.460, 0.042, 0.174, -0.001, 0.019, -0.267, 0.238, 0.181, 0.097, 0.203, 0.193, 0.227, 0.144, 0.196, 0.154, 0.256, 0.187, 0.172]
}